{
  "formula": "CHIOS2",
  "method": "wB97M-V/def2-TZVPD",
  "de_lowest_kcal_mol": 96.39,
  "total_energy_ev": -32867.4687,
  "symbols": ["C", "O", "S", "S", "I", "H"],
  "xyz": [[-2.09, 1.32, 0.65], [0.53, -0.01, 0.40], [-2.34, 2.20, -0.81], [-1.38, 2.87, 1.00], [1.52, 1.44, -0.60], [-0.09, 0.20, 1.13]],
  "lowdin_charge": [-0.879, -0.749, 0.473, 0.400, 0.800, -0.045]
}